one) 16
Properties=species:S:1:pos:R:3 method="wB97M-V/def2-TZVPD" orbital_gap_ev=10.36 total_charge=+1 lumo_ev=-4.21 smiles="[H]/N=C(C)/[NH+]=C1/O[C@H]1C#C"
C -3.4310 -1.3734 -0.6160
C -2.9089 -0.5340 0.0939
C -0.8882 0.7425 0.0163
C 1.3804 -0.3060 0.0893
C -2.1358 0.4578 0.7454
C 2.6798 0.4632 -0.0147
N 0.3542 0.6502 -0.2680
N 1.3051 -1.5126 0.1801
O -1.7129 1.6448 -0.2058
H -4.0941 -2.0283 -1.1217
H -2.3262 0.6815 1.7719
H 2.5202 1.1518 0.7765
H 2.8592 0.9205 -0.9676
H 3.4974 -0.1464 0.1711
H 0.7686 1.1608 -1.1016
H 2.1321 -1.9723 0.4510


two) 16
Properties=species:S:1:pos:R:3 method="wB97M-V/def2-TZVPD" orbital_gap_ev=8.69 total_charge=+1 lumo_ev=-4.63 smiles="[H]/N=C1/CC([N+]#C)=C(C)O1"
C 2.6610 -1.2865 0.5571
C -1.8411 -0.4401 -0.1611
C 0.0150 0.8422 -0.1975
C -0.7324 -1.3461 0.0674
C 0.4164 -0.4888 0.0131
C 0.8683 2.0705 -0.1787
N -3.0279 -0.7279 -0.2654
N 1.6311 -0.8953 0.3553
O -1.2847 0.8811 -0.2413
H 3.5952 -1.7585 0.5231
H -1.0056 -1.7253 1.0205
H -0.7138 -2.1575 -0.6641
H 1.7269 1.8639 -0.8011
H 1.1768 2.2948 0.8779
H 0.2650 2.8075 -0.5322
H -3.7501 0.0659 -0.3731


What is the stability order? It is two), one), from most stable to least stable.


one) 9
Properties=species:S:1:pos:R:3 method="wB97M-V/def2-TZVPD" orbital_gap_ev=10.49 lumo_ev=0.61 smiles="C=COC(=O)Br"
C -0.6954 1.5555 -0.5713
C -0.5902 0.2649 -0.3141
C 0.8343 -1.4631 0.6616
O -0.0157 -2.1896 1.0278
O 0.6588 -0.2523 -0.0937
Br 2.6787 -1.6774 0.9292
H -1.6387 2.0151 -0.7884
H 0.1832 2.1800 -0.5775
H -1.4149 -0.4332 -0.2735


two) 9
Properties=species:S:1:pos:R:3 method="wB97M-V/def2-TZVPD" orbital_gap_ev=9.60 lumo_ev=0.77 smiles="BrC1OC=CO1"
C 0.7924 -0.7142 -0.6088
C -0.1646 -1.1785 0.2000
C -0.0984 1.0374 0.4439
O 0.8680 0.6802 -0.4537
O -0.6212 -0.2400 1.0074
Br -1.8706 1.7094 -0.5134
H 1.5568 -1.0412 -1.2981
H -0.5890 -2.1419 0.2275
H 0.1265 1.8887 0.9954


three) 9
Properties=species:S:1:pos:R:3 method="wB97M-V/def2-TZVPD" orbital_gap_ev=10.23 lumo_ev=0.36
C -1.4395 1.7615 0.2222
C -0.5749 0.9460 0.0622
C 0.7307 -0.6518 -0.0503
O 0.3251 -1.3442 -1.0578
O 0.5614 -1.1392 1.1627
Br 2.5043 0.2322 -0.2495
H -2.1474 2.4690 0.5668
H 0.3811 -0.9014 -1.8588
H -0.3408 -1.3722 1.2025


What is the stability order? It is one), two), three), from most stable to least stable.


one) 9
Properties=species:S:1:pos:R:3 method="wB97M-V/def2-TZVPD" orbital_gap_ev=7.95 lumo_ev=-0.52
C 0.8823 1.4588 -0.0743
C -1.5585 -1.2108 0.0006
C 1.3012 0.2430 0.4850
O 1.6004 2.4438 -0.1277
O -0.3612 -1.0699 -0.0520
Br 2.6222 -0.8448 -0.0741
H -0.2199 1.5453 -0.2062
H -2.2365 -0.3945 0.2870
H -2.0299 -2.1710 -0.2382


two) 9
Properties=species:S:1:pos:R:3 method="wB97M-V/def2-TZVPD" orbital_gap_ev=8.04 lumo_ev=-0.65
C -0.2984 -0.0164 -0.4304
C 0.1323 0.5190 0.6931
C -0.0942 2.3477 2.5400
O -0.2723 1.4573 3.2683
O 0.4344 1.7895 0.8463
Br -0.0142 4.1564 2.7340
H -0.7530 -0.9727 -0.4402
H -0.5816 0.5870 -1.1577
H 0.1791 -0.1411 1.6218


What is the stability order? It is two), one), from most stable to least stable.


one) 8
Properties=species:S:1:pos:R:3 method="wB97M-V/def2-TZVPD" orbital_gap_ev="8.96 / 8.95" lumo_ev="-0.95 / -0.96"
C 0.5457 -0.5682 0.0474
C -0.2859 0.6939 0.2461
O -0.5994 -1.1149 -1.7170
O 0.3080 -1.4507 -0.8393
F 1.3545 -0.9193 1.0026
F 0.4733 1.4806 1.0608
F -1.4349 0.4534 0.8108
H -0.3614 1.4253 -0.6114


two) 8
Properties=species:S:1:pos:R:3 method="wB97M-V/def2-TZVPD" orbital_gap_ev=12.25 lumo_ev=-0.04
C 0.2659 -1.0054 1.4089
C 1.2854 -0.5254 0.3278
O -0.7741 -0.6335 2.1062
O 0.4119 -1.1339 2.7236
F 0.0101 -2.7542 0.6871
F 1.6767 0.6521 0.7428
F 0.5419 -0.3383 -0.8573
H 2.1223 -1.2979 0.0049


What is the stability order? It is one), two), from most stable to least stable.


one) 8
Properties=species:S:1:pos:R:3 method="wB97M-V/def2-TZVPD" orbital_gap_ev=10.21 lumo_ev=0.51
C -0.4072 1.6278 0.2002
O 0.4614 1.2075 0.8725
O -0.6611 -0.7946 -0.0803
S 0.6853 -1.3313 0.1886
H -1.4803 1.9876 0.5674
H 0.3849 -2.6902 0.1856
H -0.2745 1.6636 -0.9529
H 1.2915 -1.6703 -0.9810


two) 8
Properties=species:S:1:pos:R:3 method="wB97M-V/def2-TZVPD" orbital_gap_ev="7.81 / 7.79" lumo_ev="-1.71 / -1.73" smiles="O=S.CO"
C -0.1402 0.6327 -0.4784
O -3.7971 0.7639 -0.1410
O -0.1963 0.2156 1.0027
S -4.5675 -0.5126 -0.2711
H 0.5267 -0.0190 -1.0520
H 0.3125 1.5779 -0.6469
H -1.1182 0.6948 -0.8480
H -0.4938 1.0201 1.3824


three) 8
Properties=species:S:1:pos:R:3 method="wB97M-V/def2-TZVPD" orbital_gap_ev="9.20 / 9.05" lumo_ev="-2.00 / -0.60"
C 0.2067 0.1858 -0.7669
O -2.1348 1.2722 -0.0351
O -2.0798 -1.1693 -0.5113
S -1.4601 -0.0005 0.0717
H -0.0188 0.2153 -1.8288
H 0.6609 1.1103 -0.4386
H 0.8122 -0.6731 -0.5237
H -1.4195 -0.7080 2.7906


What is the stability order? It is two), one), three), from most stable to least stable.


one) 8
Properties=species:S:1:pos:R:3 method="wB97M-V/def2-TZVPD" orbital_gap_ev=10.81 lumo_ev=-1.33
C -0.9358 0.3144 -0.1058
O 4.7112 -1.4710 0.2698
O 4.0799 0.8887 0.3359
S 3.8262 -0.4229 -0.1984
H -0.7865 -0.2468 0.9009
H -1.6592 -0.2569 -0.8351
H -1.6163 1.1970 0.1696
H 0.0436 0.6175 -0.3893


two) 8
Properties=species:S:1:pos:R:3 method="wB97M-V/def2-TZVPD" orbital_gap_ev=10.31 lumo_ev=0.49 smiles="O=CO.S"
S -2.5566 -0.9002 0.9641
H -2.7512 0.3817 1.5967
H -1.5454 -1.6978 1.3286
O 2.0553 0.2073 0.3276
C 2.0250 0.3299 -0.9100
O 1.6408 1.3642 -1.6301
H 2.5513 -0.5388 -1.3507
H 0.9315 1.7065 -1.1203


three) 8
Properties=species:S:1:pos:R:3 method="wB97M-V/def2-TZVPD" orbital_gap_ev=9.97 lumo_ev=0.82 smiles=CSOO
C -1.3776 0.2467 -0.0558
O 2.0317 -1.0258 0.2915
O 1.4024 0.0257 -0.5025
S 0.2732 0.9419 0.1892
H -2.1114 1.1462 0.1391
H -1.7333 -0.5485 0.6702
H -1.4704 0.0112 -1.1624
H 2.9854 -0.7974 0.4307


What is the stability order? It is one), two), three), from most stable to least stable.